Record 1
The following is a DFT calculation (ωB97M-V with the def2-TZVPD basis set) of 2 unconnected molecules or ions with the total composition C5H16NS2.

Output
E_HOMO ... -12.142 eV
Energy above the lowest of the compared OMol25 structures with the same formula, charge and spin ... 35.79 kJ/mol
Total charge ... +1
Calculated total energy ... -1050.99940 Ha
Gap between HOMO and LUMO ... 9.4 eV
LUMO level ... -0.1018 hartree

Geometry as XYZ:
```
24
Properties=species:S:1:pos:R:3:forces:R:3:lowdin_charge:R:1
C 1.21987 0.75756 1.92296 -0.1118 -0.1040 -0.1897 -0.06
C -0.21734 0.29234 2.03613 -0.2244 -0.1832 0.0377 -0.19
N -0.44606 -0.97442 1.25476 -0.1741 0.1652 0.0180 -0.04
C -1.78253 -1.58586 1.51361 0.3251 -0.0014 0.1010 0.01
H 1.56612 0.65407 0.89122 0.0242 0.0911 0.0608 0.05
H 1.27308 1.80895 2.19078 0.0942 0.0303 0.0847 0.09
H 1.89167 0.19243 2.56836 -0.0290 0.0064 0.0114 0.09
H -0.52868 0.06452 3.05641 0.1635 0.0750 0.0303 0.13
H -0.92451 1.01516 1.63662 0.0343 0.0473 -0.1191 0.12
H 0.32046 -1.61530 1.45619 -0.0917 -0.1848 -0.0639 0.18
H -0.40711 -0.76419 0.24572 0.3480 0.2503 0.0986 0.02
H -1.80031 -1.98089 2.52275 -0.0196 -0.0783 0.0687 0.11
H -1.93991 -2.37729 0.78546 -0.1602 0.0404 0.0587 0.11
H -2.51516 -0.78951 1.42412 -0.1213 -0.1042 -0.1462 0.11
C 0.71286 -1.33643 -3.26345 0.2465 0.1416 -0.3277 -0.45
S 1.11390 -0.36169 -1.79914 -0.3409 0.0043 0.0688 0.48
S -0.59822 0.80145 -1.59507 0.1026 -0.0444 0.0527 0.48
C 0.14841 2.45153 -1.54588 0.3578 -0.1248 -0.2103 -0.44
H 0.02358 -2.13981 -3.04505 -0.0905 -0.1240 0.0984 0.03
H 0.30703 -0.70152 -4.04769 0.0307 0.0710 0.0608 0.04
H 1.66291 -1.74518 -3.60873 -0.0462 -0.0770 0.0200 0.04
H 0.48989 2.76444 -2.52744 -0.1471 -0.0745 -0.1679 0.04
H -0.58811 3.15344 -1.17338 -0.1339 0.0306 0.1163 0.04
H 1.01814 2.41620 -0.89927 -0.0362 0.1472 0.2380 0.02
```
Positions in Å, forces in eV/Å.

Record 2
The following is a DFT calculation (ωB97M-V with the def2-TZVPD basis set) of 4 unconnected molecules or ions with the total composition C5H16O3 in a non-equilibrium geometry.

Output
SMILES ... C=CCCC.O.O.O
E_HOMO ... -9.466 eV
Energy above the lowest of the compared OMol25 structures with the same formula, charge and spin ... 360.59 kJ/mol
Calculated total energy ... -425.67338 Ha
Gap between HOMO and LUMO ... 9.8 eV
LUMO level ... 0.0116 hartree

Geometry as XYZ:
```
24
Properties=species:S:1:pos:R:3:forces:R:3:lowdin_charge:R:1
C -0.13074 0.49436 0.95137 4.3553 0.6608 -2.3950 0.02
C 0.76486 0.90652 -0.04619 0.0348 1.3813 4.2210 -0.25
C 0.71088 0.73349 -1.44832 0.8406 -0.9482 -4.6432 -0.28
C -0.73831 0.66168 -2.06359 0.3088 0.4122 -1.1972 -0.24
C -1.60260 1.86862 -1.51968 -2.2061 -5.5341 1.6583 -0.08
H -0.78150 -0.37470 0.83479 -0.2109 0.6493 0.0444 0.07
H 0.34364 0.86063 1.84747 -1.4927 -0.3573 0.9111 0.00
H 1.67977 1.73373 0.15541 -2.6205 -2.2107 0.4492 0.15
H 1.42172 1.60545 -1.87304 -1.8832 -2.1600 0.1284 0.15
H 1.09341 -0.30475 -1.82112 0.2119 1.8159 0.8385 0.14
H -1.15850 -0.33020 -1.92184 -0.2840 -0.0421 1.3004 0.07
H -0.63827 0.47237 -3.19399 -0.0235 1.4953 1.1948 0.12
H -1.40435 1.81901 -0.41852 -0.1063 1.1034 -1.1836 0.05
H -1.37678 2.67217 -2.07713 0.8214 3.3039 -1.2673 0.02
H -2.73600 1.64882 -1.57563 1.7253 0.3447 -0.2964 0.10
O 2.04614 1.29406 3.07031 -0.0647 -0.7158 -4.5565 -0.15
H 2.03394 1.24719 1.94668 0.3085 0.2202 4.8215 0.10
H 1.73256 0.39518 3.28550 0.2727 0.5490 -0.0382 0.02
O -1.48414 -3.05700 -0.47086 -0.1932 -0.3142 1.5261 -0.05
H -0.81707 -3.33498 0.17693 -0.4373 0.0749 0.3800 0.02
H -0.93235 -2.95424 -1.21497 0.6963 0.3173 -1.7844 0.00
O 0.49935 -2.90977 2.24658 -4.2476 -1.7499 -1.3573 0.03
H 0.09309 -2.35268 2.87597 -0.4673 0.9334 1.0323 0.03
H 1.38127 -2.79494 2.25386 4.6618 0.7707 0.2131 -0.02
```
Positions in Å, forces in eV/Å.

Record 3
The following is a DFT calculation (ωB97M-V with the def2-TZVPD basis set) of 5 unconnected molecules or ions with the total composition C5H16O5 in a non-equilibrium geometry.

Output
SMILES ... C/C=C/C=C/O.O.O.O.O
E_HOMO ... -7.208 eV
Energy above the lowest of the compared OMol25 structures with the same formula, charge and spin ... 329.66 kJ/mol
Calculated total energy ... -576.18550 Ha
Gap between HOMO and LUMO ... 7.4 eV
LUMO level ... 0.0053 hartree

Geometry as XYZ:
```
26
Properties=species:S:1:pos:R:3:forces:R:3:lowdin_charge:R:1
C -2.13409 1.69111 1.96628 -2.4997 -0.0388 2.2871 -0.16
C -1.16479 1.56367 0.95917 5.2307 -2.4924 -2.5374 -0.17
C 0.17480 1.79199 1.28333 -2.6341 -0.6903 -1.7022 -0.11
C 1.32009 1.26111 0.55356 0.2349 -0.7066 -0.3872 -0.10
C 1.16463 0.54820 -0.58661 1.4597 0.8595 1.1498 -0.20
O 2.31705 0.32618 -1.30435 0.2946 0.1814 0.2789 -0.02
H -3.00878 2.21777 1.67125 -0.9721 0.6102 -0.1701 0.06
H -2.49569 0.80590 2.50031 -0.0905 -0.9341 -1.1023 0.09
H -1.76111 2.08189 2.88297 0.7710 1.4863 0.4921 0.07
H -1.32693 0.88178 -0.00562 -0.1761 1.7259 2.2372 0.12
H 0.36896 2.46959 2.07653 0.1878 0.1736 1.0172 0.08
H 2.34763 1.32496 1.01550 -1.1767 0.3823 -0.8677 0.12
H 0.21584 0.22679 -0.98250 0.1355 -0.0039 -0.3274 0.09
H 2.33866 -0.46701 -1.83118 -0.7047 -0.4798 -0.1657 0.06
O -0.52440 -1.88051 1.83711 1.4509 0.4404 4.2444 -0.01
H 0.28872 -2.36978 1.75739 0.2831 -0.2108 -0.6240 0.00
H -0.99375 -1.88418 1.07363 -1.7673 -0.2000 -3.6643 -0.03
O 2.32556 -2.44944 0.93824 -0.0172 0.9336 2.1173 -0.04
H 2.64000 -1.74348 1.54991 -1.1321 -0.7409 0.5618 0.07
H 2.93957 -2.14842 0.31086 1.1363 -0.1788 -2.6396 0.00
O 0.38341 -1.07359 -2.97628 0.2828 0.6242 -2.2678 -0.09
H 0.88528 -0.68848 -3.76579 -1.0267 -0.7497 1.6449 0.09
H -0.52252 -1.17628 -3.33701 0.7055 0.0443 0.4414 0.05
O -3.35120 0.03021 -1.71796 2.7071 0.3473 3.7769 0.03
H -3.64830 -0.83006 -1.78836 -1.1448 -2.5461 -0.4792 0.00
H -3.63483 0.53973 -2.39630 -1.5379 2.1634 -3.3144 -0.02
```
Positions in Å, forces in eV/Å.

Record 4
The following is a DFT calculation (ωB97M-V with the def2-TZVPD basis set) of 2 unconnected molecules or ions with the total composition C5H17N2.

Output
Spin multiplicity ... 2
E_HOMO (spin up / spin down) ... -3.646 / -9.229 eV
Calculated total energy ... -310.08892 Ha
Gap between HOMO and LUMO (spin up / spin down) ... 4.6 / 9.7 eV
LUMO level (spin up / spin down) ... 0.0364 / 0.0165 hartree
<S²> ... 0.75

Geometry as XYZ:
```
24
Properties=species:S:1:pos:R:3:forces:R:3:mulliken_spin:R:1
C -1.55602 -1.88236 1.48955 0.2205 -0.1578 0.2193 0.12
C -0.04045 -1.87797 1.42114 0.2893 0.3334 -0.2542 0.52
C 0.51613 -2.77926 0.33190 -0.2340 0.0466 0.0756 0.10
N 0.44437 -0.46624 1.18581 -0.2689 -0.0580 0.3205 1.00
H -1.89999 -1.22292 2.28653 -0.0989 0.0635 -0.0990 -0.15
H -1.98099 -1.57276 0.53520 -0.1041 0.0275 0.0433 -0.02
H -1.89789 -2.89430 1.72095 -0.0125 0.0005 -0.0773 -0.03
H 0.40679 -2.12965 2.38238 -0.1461 -0.1546 0.0584 0.11
H 0.13061 -2.47989 -0.64410 0.0323 -0.0022 -0.0247 -0.02
H 0.17968 -3.80005 0.52134 0.1005 -0.0623 -0.0012 -0.01
H 1.60412 -2.74557 0.30190 0.0195 -0.0606 0.0162 -0.14
H 0.06207 0.19328 1.92635 0.1010 -0.0422 -0.0749 -0.44
H 1.49619 -0.39687 1.25406 0.0653 -0.0014 -0.0479 -0.38
H 0.14394 -0.09693 0.27061 0.0192 -0.0181 -0.0978 0.14
C -0.57307 3.00878 -2.08330 0.0479 -0.2542 -0.1467 0.04
C 0.44091 1.94517 -1.69629 0.1487 0.1860 0.3192 0.02
N 1.25265 2.40660 -0.56657 0.0337 -0.1558 -0.0385 0.16
H -0.06159 3.95621 -2.24034 -0.0639 0.0753 0.0298 0.00
H -1.08748 2.72561 -3.00396 -0.0205 0.0349 0.0178 0.00
H -1.32695 3.12342 -1.30398 0.0205 0.1113 0.0484 -0.03
H -0.09202 1.00320 -1.48350 -0.0107 -0.0540 -0.1448 0.19
H 1.12170 1.75161 -2.52560 -0.0427 -0.0329 -0.0454 0.00
H 0.70084 2.46722 0.28568 -0.0057 0.0770 -0.0446 -0.10
H 2.01644 1.76369 -0.36577 -0.0904 0.0980 -0.0517 -0.09
```
Positions in Å, forces in eV/Å.

Record 5
The following is a DFT calculation (ωB97M-V with the def2-TZVPD basis set) of 2 unconnected molecules or ions with the total composition C5H17N2.

Output
E_HOMO ... -14.234 eV
Energy above the lowest of the compared OMol25 structures with the same formula, charge and spin ... 42.51 kJ/mol
Total charge ... +1
Calculated total energy ... -309.97812 Ha
Gap between HOMO and LUMO ... 11.6 eV
LUMO level ... -0.0960 hartree

Geometry as XYZ:
```
24
Properties=species:S:1:pos:R:3:forces:R:3:lowdin_charge:R:1
C -1.22968 1.36284 0.08406 -0.0778 -0.1406 -0.1602 -0.01
N -1.28039 -0.09461 -0.21327 0.1516 0.2450 -0.1051 -0.28
C -2.15764 -0.80186 0.73951 -0.1376 -0.1980 0.0744 -0.01
C -1.63887 -0.33936 -1.63820 -0.1640 -0.1393 -0.0308 0.00
H -0.84058 1.50583 1.08649 -0.0378 0.0507 0.0788 0.10
H -2.23556 1.77440 -0.00595 0.0843 0.0093 0.0761 0.11
H -0.57717 1.84301 -0.63888 0.0635 0.0413 -0.0192 0.10
H -2.15812 -1.86675 0.51109 0.0696 0.0574 0.0210 0.11
H -1.78493 -0.64227 1.74815 0.0041 0.0018 0.0228 0.11
H -3.17443 -0.42566 0.66508 -0.0470 0.0765 -0.0401 0.11
H -2.21037 -1.26086 -1.71903 0.0374 0.0110 0.0118 0.10
H -0.72739 -0.44208 -2.22021 0.0571 0.1070 -0.0320 0.10
H -2.23180 0.48617 -2.02589 -0.0167 -0.0286 0.0477 0.11
C 2.87693 0.81147 0.05352 -0.3108 -0.1494 0.1688 -0.09
C 2.07126 -0.11417 0.94914 0.0522 0.0359 -0.0434 -0.29
N 1.25099 -1.06112 0.14678 0.2230 -0.1972 -0.0975 0.00
H 3.38809 1.55138 0.65787 0.1026 0.1481 0.0376 0.08
H 3.62278 0.25780 -0.50720 0.1182 -0.0757 -0.1301 0.08
H 2.22229 1.33210 -0.64634 0.0253 0.0640 -0.0642 0.07
H 2.72956 -0.66146 1.62213 0.0641 -0.0098 -0.0013 0.11
H 1.40131 0.47605 1.57591 -0.0453 -0.0192 0.0567 0.10
H -0.27567 -0.47966 -0.07960 -0.1231 -0.0601 0.0392 0.09
H 1.24060 -1.97405 0.59345 -0.1385 0.0750 0.1042 0.10
H 1.71880 -1.23715 -0.73861 0.0459 0.0949 -0.0150 0.10
```
Positions in Å, forces in eV/Å.

Repeat the third record exactly.
The following is a DFT calculation (ωB97M-V with the def2-TZVPD basis set) of 5 unconnected molecules or ions with the total composition C5H16O5 in a non-equilibrium geometry.

Output
SMILES ... C/C=C/C=C/O.O.O.O.O
E_HOMO ... -7.208 eV
Energy above the lowest of the compared OMol25 structures with the same formula, charge and spin ... 329.66 kJ/mol
Calculated total energy ... -576.18550 Ha
Gap between HOMO and LUMO ... 7.4 eV
LUMO level ... 0.0053 hartree

Geometry as XYZ:
```
26
Properties=species:S:1:pos:R:3:forces:R:3:lowdin_charge:R:1
C -2.13409 1.69111 1.96628 -2.4997 -0.0388 2.2871 -0.16
C -1.16479 1.56367 0.95917 5.2307 -2.4924 -2.5374 -0.17
C 0.17480 1.79199 1.28333 -2.6341 -0.6903 -1.7022 -0.11
C 1.32009 1.26111 0.55356 0.2349 -0.7066 -0.3872 -0.10
C 1.16463 0.54820 -0.58661 1.4597 0.8595 1.1498 -0.20
O 2.31705 0.32618 -1.30435 0.2946 0.1814 0.2789 -0.02
H -3.00878 2.21777 1.67125 -0.9721 0.6102 -0.1701 0.06
H -2.49569 0.80590 2.50031 -0.0905 -0.9341 -1.1023 0.09
H -1.76111 2.08189 2.88297 0.7710 1.4863 0.4921 0.07
H -1.32693 0.88178 -0.00562 -0.1761 1.7259 2.2372 0.12
H 0.36896 2.46959 2.07653 0.1878 0.1736 1.0172 0.08
H 2.34763 1.32496 1.01550 -1.1767 0.3823 -0.8677 0.12
H 0.21584 0.22679 -0.98250 0.1355 -0.0039 -0.3274 0.09
H 2.33866 -0.46701 -1.83118 -0.7047 -0.4798 -0.1657 0.06
O -0.52440 -1.88051 1.83711 1.4509 0.4404 4.2444 -0.01
H 0.28872 -2.36978 1.75739 0.2831 -0.2108 -0.6240 0.00
H -0.99375 -1.88418 1.07363 -1.7673 -0.2000 -3.6643 -0.03
O 2.32556 -2.44944 0.93824 -0.0172 0.9336 2.1173 -0.04
H 2.64000 -1.74348 1.54991 -1.1321 -0.7409 0.5618 0.07
H 2.93957 -2.14842 0.31086 1.1363 -0.1788 -2.6396 0.00
O 0.38341 -1.07359 -2.97628 0.2828 0.6242 -2.2678 -0.09
H 0.88528 -0.68848 -3.76579 -1.0267 -0.7497 1.6449 0.09
H -0.52252 -1.17628 -3.33701 0.7055 0.0443 0.4414 0.05
O -3.35120 0.03021 -1.71796 2.7071 0.3473 3.7769 0.03
H -3.64830 -0.83006 -1.78836 -1.1448 -2.5461 -0.4792 0.00
H -3.63483 0.53973 -2.39630 -1.5379 2.1634 -3.3144 -0.02
```
Positions in Å, forces in eV/Å.

> calculated total energy of number 4 (C5H17N2)?

-310.08892 Ha